Entry 1:
# C24H27F13O10S

5 unconnected molecules or ions with the total composition C24H27F13O10S in a non-equilibrium geometry (ωB97M-V/def2-TZVPD, the OMol25 dataset).

Each line ends with the Löwdin charge.
Element x y z (Å)
C  5.8599  5.9579  -4.8707  -0.069
C  5.0535  5.6437  -6.2797  -0.217
F  5.4547  4.2436  -6.6798  -0.138
C  3.4161  5.6217  -6.1077  -0.041
C  2.5369  4.6776  -6.9076  0.082
C  0.9013  4.7601  -6.5677  -0.212
O  -0.0419  4.7028  -7.5273  -0.037
C  0.5545  4.9692  -4.9452  -0.433
S  -0.8689  4.0207  -4.0931  0.668
C  1.4298  5.9153  -4.1433  0.012
C  2.6627  6.6366  -5.0124  -0.173
O  2.9996  7.9383  -4.8767  -0.036
H  5.1976  5.7682  -3.9021  0.087
H  6.2575  7.0830  -4.8628  0.102
H  6.7675  5.1836  -4.8316  0.100
H  5.4197  6.3259  -7.1873  0.165
H  2.9689  3.9194  -7.6873  0.133
H  -0.1712  2.9742  -3.4106  -0.115
H  1.2770  6.1086  -2.9895  0.121
C  2.4708  4.4857  1.5971  -0.062
C  3.6721  4.6666  0.6870  -0.208
O  3.8499  3.5140  -0.1511  0.016
C  3.0597  3.4546  -1.2706  -0.312
O  2.2334  4.3116  -1.5703  0.116
C  3.3861  2.2091  -2.0929  -0.462
F  3.5001  1.0853  -1.3280  0.140
F  4.5665  2.3324  -2.7653  0.147
F  2.4407  1.9286  -3.0355  0.128
H  2.5603  3.5586  2.1718  0.086
H  2.3816  5.3261  2.2911  0.084
H  1.5438  4.4138  1.0186  0.077
H  4.5791  4.7618  1.2929  0.128
H  3.5909  5.5790  0.0846  0.126
C  2.3345  -2.0093  -1.9434  -0.056
C  1.4295  -2.8404  -1.0522  -0.213
O  2.2039  -3.7373  -0.2406  0.012
C  2.7594  -3.1986  0.8919  -0.322
O  2.6314  -2.0236  1.2237  0.146
C  3.5099  -4.2686  1.6831  -0.469
F  4.2974  -5.0548  0.8940  0.139
F  2.6617  -5.1141  2.3360  0.140
F  4.3341  -3.7475  2.6371  0.139
H  2.9873  -2.6561  -2.5380  0.087
H  1.7439  -1.3843  -2.6188  0.085
H  2.9855  -1.3592  -1.3496  0.062
H  0.7735  -3.4596  -1.6727  0.118
H  0.7828  -2.2102  -0.4303  0.120
C  -3.2487  -4.9255  3.4704  -0.072
C  -2.4276  -5.7017  2.4568  -0.201
O  -2.6985  -5.2381  1.1248  0.015
C  -2.0351  -4.1027  0.7347  -0.320
O  -1.2535  -3.4866  1.4535  0.142
C  -2.3759  -3.7521  -0.7127  -0.470
F  -3.7115  -3.8374  -0.9771  0.143
F  -1.7588  -4.5829  -1.6013  0.139
F  -2.0041  -2.4856  -1.0571  0.135
H  -4.3129  -4.9709  3.2184  0.081
H  -3.1047  -5.3303  4.4760  0.091
H  -2.9682  -3.8671  3.4793  0.065
H  -2.7107  -6.7588  2.4890  0.127
H  -1.3550  -5.6494  2.6782  0.126
C  -8.4055  -4.4276  7.5103  -0.065
C  -8.6360  -3.4450  6.3766  -0.210
O  -7.4793  -2.6161  6.1825  0.011
C  -6.4601  -3.1655  5.4473  -0.318
O  -6.4930  -4.2968  4.9718  0.139
C  -5.3199  -2.1630  5.2770  -0.459
F  -5.0002  -1.5234  6.4388  0.144
F  -5.6259  -1.1850  4.3767  0.147
F  -4.1649  -2.7380  4.8338  0.120
H  -8.1097  -3.8995  8.4223  0.084
H  -9.3124  -5.0041  7.7127  0.084
H  -7.5970  -5.1259  7.2702  0.077
H  -9.4654  -2.7780  6.6334  0.127
H  -8.9110  -3.9562  5.4464  0.127

The value obtained for the molecular weight is 754.51 g mol⁻¹. For the HOMO energy, the calculation gives -0.3518 hartree. The value obtained for the LUMO energy is -1.64 eV. Its structure (SMILES) is C[C@@H](F)C1=CC(=O)C(S)=CC1=O.CCOC(=O)C(F)(F)F.CCOC(=O)C(F)(F)F.CCOC(=O)C(F)(F)F.CCOC(=O)C(F)(F)F. The orbital gap is 7.930 eV. The total charge is 0.

=====

Entry 2:
# C24H27F3N2O2

C24H27F3N2O2 in the gas phase (ωB97M-V/def2-TZVPD, the OMol25 dataset).

Each line ends with the natural charge from an NBO analysis.
Element x y z (Å)
O  -2.1540  -3.5645  1.3266  -0.628
C  -2.6237  -2.4799  1.0546  0.683
N  -1.8658  -1.3881  0.8185  -0.638
C  -0.4242  -1.4313  0.8185  -0.219
C  0.1594  -1.2081  -0.5863  -0.424
C  1.6495  -1.0670  -0.4962  -0.011
C  2.4614  -2.1938  -0.4358  -0.205
C  3.8312  -2.0711  -0.3016  -0.178
C  4.3989  -0.8066  -0.2182  -0.158
C  5.8875  -0.6580  -0.0996  0.974
F  6.2469  0.4178  0.6204  -0.325
F  6.4772  -1.7155  0.4789  -0.324
F  6.4808  -0.5130  -1.3029  -0.327
C  3.6013  0.3282  -0.2810  -0.181
C  2.2328  0.1922  -0.4168  -0.168
C  -4.1376  -2.2756  0.9669  -0.311
C  -4.6442  -2.8187  -0.3717  -0.390
C  -4.0959  -1.9659  -1.5053  -0.507
C  -4.2873  -0.4730  -1.3198  0.689
O  -4.2631  0.2851  -2.2704  -0.627
N  -4.4034  -0.0097  -0.0460  -0.471
C  -4.6509  1.4106  0.1477  -0.222
C  -3.4060  2.1714  0.6098  -0.396
C  -2.3371  2.2333  -0.4861  -0.445
C  -1.1218  2.9966  -0.0409  0.078
C  -0.2859  2.4840  0.9444  -0.264
C  0.8376  3.1787  1.3552  -0.197
C  1.1409  4.4040  0.7863  -0.226
C  0.3117  4.9285  -0.1900  -0.202
C  -0.8108  4.2294  -0.5990  -0.231
C  -4.6274  -0.8402  1.1243  -0.213
H  -2.3027  -0.5334  0.5088  0.407
H  -0.1355  -2.4143  1.1968  0.241
H  -0.0354  -0.6660  1.4989  0.192
H  -0.1066  -2.0543  -1.2216  0.220
H  -0.2701  -0.3001  -1.0156  0.209
H  2.0174  -3.1758  -0.4969  0.217
H  4.4587  -2.9478  -0.2551  0.231
H  4.0498  1.3079  -0.2187  0.228
H  1.6141  1.0764  -0.4627  0.215
H  -4.5618  -2.8773  1.7771  0.246
H  -4.3265  -3.8550  -0.4947  0.234
H  -5.7361  -2.7933  -0.3792  0.207
H  -3.0207  -2.1368  -1.6168  0.233
H  -4.5588  -2.2320  -2.4570  0.246
H  -4.9826  1.8145  -0.8122  0.241
H  -5.4547  1.5279  0.8807  0.197
H  -2.9950  1.7065  1.5100  0.194
H  -3.7031  3.1879  0.8741  0.217
H  -2.7674  2.7019  -1.3720  0.225
H  -2.0482  1.2182  -0.7713  0.202
H  -0.5145  1.5291  1.3960  0.201
H  1.4797  2.7605  2.1170  0.215
H  2.0189  4.9464  1.1032  0.216
H  0.5404  5.8848  -0.6366  0.215
H  -1.4511  4.6427  -1.3650  0.210
H  -5.7070  -0.8650  1.3371  0.199
H  -4.1383  -0.3658  1.9825  0.209

The value obtained for the molecular weight is 432.49 g mol⁻¹. For the energy above the lowest of the compared OMol25 structures with the same formula, charge and spin, the calculation gives 1.8 kcal/mol. For the HOMO energy, the calculation gives -0.3444 hartree. The value obtained for the LUMO energy is 0.58 eV. Its structure (SMILES) is O=C(NCCc1ccc(C(F)(F)F)cc1)[C@@H]1CCC(=O)N(CCCc2ccccc2)C1. The orbital gap is 9.956 eV. The total charge is 0.

=====

Entry 3:
# C24H27IrS4Sb

A molecular structure, C24H27IrS4Sb (ωB97M-V/def2-TZVPD, the OMol25 dataset).

Each line ends with the Mulliken spin population.
Element x y z (Å)
Ir  0.9154  1.5019  -0.2507  0.001
C  2.0850  3.7372  -2.5050  0.000
C  0.5830  3.8818  -2.5772  0.000
S  -0.2694  3.3005  -1.0753  0.000
C  0.0508  4.5993  0.1659  0.000
C  1.4440  4.5632  0.7624  0.000
S  1.8395  2.8716  1.3343  0.001
C  3.5988  2.6711  0.9309  0.000
C  3.9228  2.7776  -0.5503  0.000
S  2.5711  2.1632  -1.6538  0.000
H  2.5311  3.6809  -3.4989  0.000
H  2.5505  4.5638  -1.9756  0.000
H  0.2902  4.9222  -2.7308  0.000
H  0.1418  3.3013  -3.3833  0.000
H  -0.1547  5.5628  -0.3044  0.000
H  -0.7162  4.4430  0.9264  0.000
H  2.2115  4.9029  0.0728  0.000
H  1.4834  5.1997  1.6487  0.000
H  4.1631  3.4082  1.5068  0.000
H  3.8454  1.6895  1.3374  0.000
H  4.1310  3.7998  -0.8589  0.000
H  4.8023  2.1791  -0.7875  0.000
S  1.2256  -0.1815  1.3390  0.008
Sb  -0.4892  -1.6660  0.7115  0.016
C  -0.9796  -0.6662  -1.0756  0.002
C  -2.2913  -0.3715  -1.3978  0.000
C  -2.5597  0.3456  -2.5664  0.000
C  -1.5290  0.7677  -3.3987  0.000
C  -0.2132  0.4869  -3.0646  0.000
C  0.0959  -0.1996  -1.8750  -0.002
C  -2.0358  -1.8033  2.0805  0.006
C  -3.1250  -2.6061  1.7259  0.001
C  -4.1662  -2.7359  2.6315  0.004
C  -4.1031  -2.0857  3.8610  -0.001
C  -3.0072  -1.3004  4.1985  0.003
C  -1.9553  -1.1478  3.3058  -0.003
C  0.1970  -3.7013  0.4278  0.250
C  -0.0566  -4.6025  1.5375  0.136
C  0.3287  -5.9132  1.4811  -0.009
C  0.9721  -6.3678  0.3257  0.266
C  1.2199  -5.4699  -0.7889  0.293
C  0.8314  -4.1438  -0.7213  0.013
H  -3.1172  -0.6983  -0.7768  0.000
H  -3.5885  0.5530  -2.8345  0.000
H  -1.7613  1.2788  -4.3247  0.000
H  0.5898  0.7457  -3.7458  0.000
H  1.0821  -0.6504  -1.7843  0.000
H  -3.1730  -3.1304  0.7756  -0.003
H  -5.0246  -3.3450  2.3811  0.000
H  -4.9174  -2.1983  4.5648  0.000
H  -2.9679  -0.8075  5.1603  0.000
H  -1.1033  -0.5335  3.5717  0.000
H  -0.5635  -4.2288  2.4202  -0.002
H  0.1469  -6.5941  2.3022  0.005
H  1.2904  -7.4020  0.2495  0.002
H  1.7121  -5.8625  -1.6710  0.001
H  1.0156  -3.4854  -1.5596  0.010

The value obtained for the molecular weight is 757.73 g mol⁻¹. The spin multiplicity is 2. For the HOMO energy (spin up / spin down), the calculation gives -0.7224 / -0.7222 hartree. The value obtained for the LUMO energy (spin up / spin down) is -13.30 / -15.23 eV. The orbital gap (spin up / spin down) is 6.359 / 4.418 eV. The total charge is +4.